one) C3H8N2OS | wB97M-V/def2-TZVPD

Geometry as XYZ:
```
15
Properties=species:S:1:pos:R:3
C -0.47379 -0.35885 0.89513
C -0.95518 0.57915 1.86207
C 0.99927 0.20996 -2.33650
N -0.33116 -0.07229 -0.37592
N 0.50527 -0.66519 -1.29577
O 0.06068 -1.74600 3.00970
S 0.32562 -1.76321 1.53746
H -0.62973 0.80501 2.83942
H -2.08774 0.31036 2.06482
H -1.12497 1.42897 1.29025
H 1.93427 0.73663 -2.20131
H 0.13247 1.04155 -2.32509
H 0.91773 -0.32283 -3.34444
H -0.66397 0.82329 -0.66588
H 1.39123 -1.00655 -0.95394
```

Calculated values
- LUMO energy (Ha) = 0.019



two) C3H8N2OS | wB97M-V/def2-TZVPD

Geometry as XYZ:
```
15
Properties=species:S:1:pos:R:3
C -2.63872 0.60091 0.09090
C -0.15982 -0.05512 -0.38177
C 1.13440 -0.85982 -0.62904
H -3.24430 1.06758 -0.96123
H -3.47863 0.11393 1.20330
H -1.94257 1.57466 0.60358
H 1.87792 -0.48275 -1.50859
H 0.77914 -1.92804 -1.02247
H 1.52737 -1.16773 1.43043
H 2.86869 -1.13179 0.26720
H 1.89957 1.03645 0.59336
N 1.95551 -0.67398 0.62221
N -0.11718 1.20359 -0.00676
O 1.21429 1.55524 -0.23776
S -1.67566 -0.85314 -0.06337
```

Calculated values
- LUMO energy (Ha) = 0.017



three) C3H8N2OS | wB97M-V/def2-TZVPD

Geometry as XYZ:
```
15
Properties=species:S:1:pos:R:3
C 1.29954 0.82201 -0.80495
C 1.25826 -0.67558 -0.48604
C -0.16363 0.97775 -1.17992
N -0.61125 0.13322 1.49324
N -1.55772 -0.34426 2.35575
O -1.55429 -1.62827 -0.40131
S -0.48794 -0.41071 0.05006
H 1.53236 1.22366 0.28286
H 1.95414 1.28812 -1.61213
H 1.16526 -1.35683 -1.33757
H 2.00922 -1.10417 0.18407
H -0.61210 1.94015 -1.08967
H -0.45980 0.60408 -2.10141
H -1.29404 -1.31323 2.68442
H -2.47800 -0.15594 1.96261
```

Calculated values
- LUMO energy (Ha) = 0.026



Decreasing stability: one), three), two)



one) C3H8N2OS | wB97M-V/def2-TZVPD

Geometry as XYZ:
```
15
Properties=species:S:1:pos:R:3
C 0.77583 1.97599 -2.41092
O 0.16211 1.03048 -1.57065
N 0.93851 1.02549 -0.38988
C 0.38684 0.23042 0.47408
C 1.07569 0.05336 1.78357
N -0.67386 -0.55092 0.14388
S -1.25002 -1.88667 0.99531
H 0.09919 2.14656 -3.28128
H 0.94509 2.92706 -1.90724
H 1.77291 1.59129 -2.77221
H 1.47876 -0.93457 1.89472
H 0.41650 0.27761 2.61689
H 1.87478 0.76471 1.74581
H -1.05597 -0.47503 -0.79113
H -2.11060 -1.23529 1.77631
```

Calculated values
- LUMO energy (Ha) = 0.028
- SMILES string = CO/N=C(/C)NS



two) C3H8N2OS | wB97M-V/def2-TZVPD

Geometry as XYZ:
```
15
Properties=species:S:1:pos:R:3
C 0.40470 -2.16996 -1.58821
S 1.61391 -1.40436 -0.49561
C 0.79091 -0.28546 0.50303
N -0.50577 -0.30952 0.64587
N -1.04444 0.70464 1.38122
H -0.43034 -2.77476 -1.07553
H 0.85602 -3.07554 -2.20522
H -0.03434 -1.53802 -2.38459
H 1.32899 0.28621 1.33672
H -0.31352 1.15639 2.15624
H -2.07024 0.63020 1.49433
C -0.17168 2.17986 0.12637
O 0.51662 1.40247 -0.57418
H -1.23415 2.45921 -0.18577
H 0.29332 2.73864 0.86533
```

Calculated values
- LUMO energy (Ha) = 0.026
- SMILES string = CS/C=N/N.C=O



three) C3H8N2OS | wB97M-V/def2-TZVPD

Geometry as XYZ:
```
15
Properties=species:S:1:pos:R:3
N -2.24485 1.01945 -0.20318
C -1.05213 0.65537 0.34319
O -0.88717 0.59421 1.54838
C 0.07644 0.39626 -0.62051
N 0.39302 1.79024 -1.10392
C 1.32299 -0.25555 -0.07147
S 1.03650 -2.05057 0.25500
H -2.23928 1.20786 -1.19537
H -3.08695 1.28458 0.28490
H -0.28935 -0.07851 -1.52952
H 1.26250 1.80832 -1.64221
H 0.70476 2.35955 -0.30769
H 1.56614 0.15722 0.90177
H 2.14039 -0.03405 -0.74895
H 1.23855 -2.48761 -0.99355
```

Calculated values
- LUMO energy (Ha) = 0.029
- SMILES string = NC(=O)[C@@H](N)CS



Decreasing stability: three), one), two)